one:
Molecular formula: C5H11N3
Method: DFT, ωB97M-V with the def2-TZVPD basis set

```
19
Properties=species:S:1:pos:R:3
C 0.3112 1.4138 -0.9943
C 0.7532 0.5213 -0.1097
C 1.8747 0.7151 0.7774
C 0.3327 -0.9612 -0.2185
N 1.1287 -1.9312 -0.4018
N -1.0606 -1.1951 -0.0684
C -2.1192 -0.3666 0.2533
N -2.1905 0.9251 0.2542
H -0.4372 1.0635 -1.6048
H 0.7114 2.3384 -1.0208
H 1.8723 1.8062 0.9522
H 2.7845 0.4002 0.2358
H 1.6949 0.0945 1.6619
H 2.1811 -1.7092 -0.2198
H 1.0181 -2.8990 -0.7554
H -1.2079 -2.2168 0.1085
H -3.1669 -0.9310 0.3648
H -1.4057 1.5890 0.4206
H -3.0749 1.3428 0.3646
```

Results
E_HOMO: -0.6873 Ha
Multiplicity: 1
Net charge: +2
Frontier orbital gap: 9.0 eV


two:
Molecular formula: C5H11N3
Method: DFT, ωB97M-V with the def2-TZVPD basis set

```
19
Properties=species:S:1:pos:R:3
C -2.2523 0.1907 -0.0142
C 0.5080 -0.4055 -0.1078
C 1.7056 -0.5896 0.7530
C 0.1308 -1.4419 -1.0124
C 0.7440 2.0488 0.1668
N -1.3171 1.0140 -0.0463
N -2.4954 -0.7880 0.7473
N -0.0651 0.8841 0.0506
H -3.0208 0.4692 -0.7674
H 1.5738 -0.3115 1.7273
H 2.4116 0.0941 0.3799
H 2.1296 -1.6751 0.6688
H -0.2030 -0.9758 -1.9692
H 1.0724 -2.0251 -1.3151
H -0.7116 -2.1509 -0.8476
H 1.3486 1.9029 1.1134
H 1.5506 2.1634 -0.6434
H 0.1427 3.0320 0.3354
H -3.2526 -1.4359 0.7808
```

Results
E_HOMO (alpha / beta): -0.7403 / -0.7126 Ha
Multiplicity: 1
Net charge: +2
Frontier orbital gap (alpha / beta): 7.5 / 6.6 eV


Sorted by energy, starting with the most stable: one, two.


one:
Molecular formula: CHCl2FS
Method: DFT, ωB97M-V with the def2-TZVPD basis set

```
6
Properties=species:S:1:pos:R:3
F -1.1453 -0.9348 0.2275
C -0.0331 -0.4497 -0.3342
S -0.1242 1.6732 0.3445
Cl -0.2389 -0.2931 -2.0262
Cl 1.4388 -1.0938 0.2631
H 0.1026 1.0983 1.5252
```

Results
E_HOMO: -0.3542 Ha
Multiplicity: 1
Frontier orbital gap: 9.2 eV


two:
Molecular formula: CHCl2FS
Method: DFT, ωB97M-V with the def2-TZVPD basis set

```
6
Properties=species:S:1:pos:R:3
C -0.0046 -3.1594 -0.3797
F 1.2842 -3.3920 0.1312
S 0.2845 1.0377 -1.3642
Cl -1.2082 -3.4911 0.7276
Cl -0.1128 -1.6931 -1.2647
H 0.4307 0.7825 0.0709
```

Results
E_HOMO (alpha / beta): -0.3658 / -0.3424 Ha
Multiplicity: 1
Frontier orbital gap (alpha / beta): 8.9 / 7.0 eV


Sorted by energy, starting with the most stable: one, two.


one:
Molecular formula: C2H4ClNS
Method: DFT, ωB97M-V with the def2-TZVPD basis set

```
9
Properties=species:S:1:pos:R:3
C 0.8659 0.5420 -0.5585
N 0.2570 0.0929 0.6778
Cl -0.2525 1.3113 1.7551
C -0.9428 -0.8752 0.3512
S -1.1078 -1.7923 -0.9706
H 1.2809 -0.4667 -0.9162
H 0.0146 1.0093 -1.0974
H 1.6496 1.1999 -0.3495
H -1.7648 -1.0211 1.1080
```

Results
E_HOMO: -0.3348 Ha
Multiplicity: 1
Frontier orbital gap: 8.8 eV


two:
Molecular formula: C2H4ClNS
Method: DFT, ωB97M-V with the def2-TZVPD basis set

```
9
Properties=species:S:1:pos:R:3
C 0.7975 -0.6354 1.3127
S -0.8247 -0.8302 0.5200
C -0.9381 0.1837 -0.8800
N 0.0397 0.7794 -1.3490
Cl -0.3396 1.8681 -2.6922
H 0.5704 0.3369 1.7559
H 1.0904 -1.5402 1.8483
H 1.5401 -0.4078 0.6786
H -1.9358 0.2456 -1.1943
```

Results
E_HOMO: -0.3353 Ha
Multiplicity: 1
Frontier orbital gap: 9.7 eV


Sorted by energy, starting with the most stable: two, one.


one:
Molecular formula: C2HNO3
Method: DFT, ωB97M-V with the def2-TZVPD basis set

```
7
Properties=species:S:1:pos:R:3
C 0.4790 -0.0541 0.0625
C 0.7529 0.4493 -1.3903
N -0.7409 -0.0883 0.5389
O -1.2754 -1.1363 0.1882
O -1.2975 0.8883 0.9257
O 1.2478 1.0579 -0.4069
H 0.8341 -1.1167 0.0819
```

Results
E_HOMO: -0.3958 Ha
Multiplicity: 1
Frontier orbital gap: 10.2 eV


two:
Molecular formula: C2HNO3
Method: DFT, ωB97M-V with the def2-TZVPD basis set

```
7
Properties=species:S:1:pos:R:3
O 1.1404 -1.3180 1.6572
C 0.9745 -0.4538 0.8896
N 1.1644 0.4818 0.1807
O 0.2414 1.0505 -0.6576
C -0.8471 0.3178 -0.6214
O -1.7941 0.6197 -1.2161
H -0.8795 -0.6980 -0.2323
```

Results
E_HOMO: -0.4041 Ha
Multiplicity: 1
Frontier orbital gap: 11.0 eV


Sorted by energy, starting with the most stable: two, one.